No. 1
{"formula": "C16H36N5NbO3P", "method": "the ωB97M-V functional and the def2-TZVPD basis", "e_lumo_ha": 0.08482, "energy_ev": -41602.8259, "spin_multiplicity": 1, "mol_weight_g_mol": 470.38, "charge": -1, "largest_force_ev_per_a": 2.5, "species": ["C", "C", "C", "C", "C", "Nb", "C", "C", "O", "C", "N", "P", "O", "O", "H", "H", "H", "H", "H", "H", "H", "H", "H", "H", "H", "H", "H", "H", "H", "H", "H", "H", "H", "H", "H", "H", "H", "H", "C", "C", "N", "H", "H", "H", "C", "C", "N", "H", "H", "H", "C", "C", "N", "H", "H", "H", "C", "C", "N", "H", "H", "H"], "xyz": [[-0.745033, -0.012835, 5.493103], [-0.703477, 0.559125, 4.073701], [-2.011284, 0.312903, 3.321061], [-2.059145, 0.788989, 1.852728], [-1.625221, 2.263993, 1.723161], [-1.034665, -0.513097, 0.336825], [0.015499, 0.869125, -1.171201], [1.390942, 1.503568, -1.053515], [1.640361, 2.067512, 0.262666], [2.572750, 0.582723, -1.391219], [3.030433, -0.157969, -0.226395], [-0.214087, -2.490190, -1.185830], [1.268388, -3.029683, -0.620527], [-1.165561, -3.812815, -0.902766], [-0.206904, 0.608490, 6.216026], [-0.306714, -1.013754, 5.540075], [-1.777615, -0.097738, 5.850038], [0.118711, 0.105423, 3.506981], [-0.489733, 1.631589, 4.123788], [-2.818182, 0.799527, 3.902088], [-2.206750, -0.763884, 3.337108], [-3.127337, 0.725745, 1.595191], [-0.675924, 2.448592, 2.230701], [-2.378151, 2.902337, 2.209893], [-1.542042, 2.611743, 0.687274], [-2.457763, -0.621086, -0.907279], [-1.526932, -2.058874, 1.172438], [0.525794, -0.845093, 1.218096], [-0.732087, 1.657148, -1.377116], [0.072369, 0.267118, -2.089354], [1.455117, 2.337628, -1.773512], [1.407093, 2.996031, 0.233681], [3.353846, 1.215515, -1.848716], [2.268636, -0.136627, -2.157634], [3.342696, 0.492832, 0.483192], [3.792456, -0.774081, -0.477856], [1.863591, -3.209712, -1.360168], [-1.221526, -3.963898, 0.052571], [-6.019338, 0.311331, 0.715168], [-5.202303, -0.777229, 1.235307], [-4.477970, -1.558454, 1.667931], [-5.367759, 1.058088, 0.259878], [-6.719221, -0.060004, -0.032118], [-6.575483, 0.780085, 1.525344], [1.798291, -3.289012, -4.696516], [2.916740, -2.816487, -3.891721], [3.760836, -2.429022, -3.213725], [2.160932, -3.835262, -5.565898], [1.163370, -3.930828, -4.086162], [1.200231, -2.437259, -5.015486], [7.123169, -2.560796, -1.927425], [8.301762, -1.740975, -2.174484], [9.233448, -1.098987, -2.379245], [6.391201, -2.434799, -2.723966], [7.413256, -3.608644, -1.868391], [6.652089, -2.270201, -0.989758], [-3.225481, 4.603927, -1.663368], [-3.989107, 4.067123, -0.545349], [-4.548770, 3.578433, 0.330855], [-2.163813, 4.578721, -1.420942], [-3.395810, 3.993467, -2.548608], [-3.522816, 5.630464, -1.870619]], "forces_ev_per_a": [[0.0, -0.1, 0.2], [0.1, 0.0, -0.1], [-0.1, 0.1, 0.1], [0.3, -0.7, 0.7], [-0.3, 0.0, 0.2], [-0.6, 2.4, 0.1], [0.6, -0.8, -0.2], [-0.1, 0.3, 0.0], [0.1, -0.1, -0.2], [0.0, 0.0, 0.0], [0.1, 0.1, -0.1], [0.0, 0.2, -0.2], [0.3, -0.1, 0.0], [0.1, -0.4, 0.1], [0.0, 0.0, -0.1], [-0.1, 0.0, 0.0], [0.1, 0.0, 0.0], [0.0, 0.1, 0.0], [-0.1, -0.1, 0.0], [0.1, -0.1, 0.0], [-0.1, 0.1, 0.1], [0.2, 0.0, -0.3], [0.0, 0.0, -0.3], [0.1, 0.0, 0.0], [0.1, -0.1, 0.1], [0.4, -0.6, -0.2], [0.4, 0.1, 0.0], [-0.1, -0.6, -0.5], [-0.1, -0.1, 0.2], [-0.3, 0.1, 0.0], [0.0, 0.0, 0.1], [-0.1, 0.0, 0.0], [0.0, -0.1, 0.1], [-0.1, 0.1, 0.1], [0.0, -0.1, 0.0], [0.0, 0.0, 0.0], [-0.2, 0.1, 0.2], [-0.2, 0.2, -0.1], [0.0, 0.0, -0.1], [0.4, -0.1, 0.2], [-0.5, 0.0, 0.0], [0.0, 0.0, 0.0], [0.0, 0.0, 0.0], [0.0, 0.0, 0.0], [-0.1, 0.0, 0.0], [0.0, 0.2, 0.3], [0.0, -0.2, -0.2], [0.0, 0.0, 0.0], [0.0, 0.0, 0.0], [0.0, 0.0, 0.0], [-0.1, 0.0, 0.0], [0.2, 0.2, -0.1], [-0.2, -0.2, 0.1], [0.0, 0.0, 0.0], [0.0, 0.0, 0.0], [0.0, 0.0, 0.0], [0.0, 0.1, 0.0], [0.0, -0.3, 0.2], [-0.1, 0.2, -0.2], [0.0, 0.0, 0.0], [0.0, 0.0, 0.0], [0.0, 0.0, 0.0]]}

***

No. 2
{"formula": "C3H5O3Sn", "method": "the ωB97M-V functional and the def2-TZVPD basis", "e_lumo_ha": -0.62488, "energy_ev": -15127.1859, "spin_multiplicity": 1, "mol_weight_g_mol": 207.78, "charge": 3, "largest_force_ev_per_a": 5.0, "species": ["H", "O", "C", "C", "O", "O", "C", "Sn", "H", "H", "H", "H"], "xyz": [[1.626834, -0.462800, -0.787690], [0.711960, -0.128738, -0.781039], [-0.167936, -1.740032, 0.045322], [0.446571, 0.750169, 0.354143], [0.346783, -2.763637, 0.166894], [-1.136899, -1.040915, 0.386400], [-1.002032, 0.432676, 0.646991], [0.377013, 1.202825, -3.002017], [0.643910, 1.804490, 0.150759], [1.087195, 0.473046, 1.198486], [-1.661248, 0.921928, -0.077369], [-1.272152, 0.550989, 1.699119]], "forces_ev_per_a": [[0.4, 0.0, 0.2], [1.3, 0.9, -1.9], [-1.4, -3.7, 2.9], [0.1, 0.0, 1.4], [0.1, 2.4, -1.6], [0.0, 0.7, -0.3], [0.0, -0.2, -0.4], [0.1, 0.0, -0.4], [-0.1, 0.0, -0.2], [0.1, -0.1, -0.2], [-0.4, -0.2, 0.5], [-0.2, 0.2, -0.2]]}

***

No. 3
{"formula": "C4H9N", "method": "the ωB97M-V functional and the def2-TZVPD basis", "e_lumo_ha": 0.02754, "energy_ev": -5776.4076, "spin_multiplicity": 1, "mol_weight_g_mol": 71.12, "largest_force_ev_per_a": 5.2, "de_lowest_kcal_mol": 170.7, "species": ["C", "C", "C", "N", "C", "H", "H", "H", "H", "H", "H", "H", "H", "H"], "xyz": [[-2.176245, 0.209585, -0.672062], [0.020000, 0.381072, 0.912642], [0.472162, -0.756618, 1.302445], [0.660581, -0.455559, -0.134432], [2.001522, -0.000804, -0.441269], [-3.012947, 0.145020, 0.012357], [-2.117353, 1.337645, -0.927128], [-2.429728, -0.253549, -1.604673], [-0.143463, 1.397215, 1.201231], [-1.263719, -1.075819, -0.201112], [0.969405, -1.255348, 2.097014], [2.482491, 0.502489, 0.409734], [2.562003, -0.890753, -0.729241], [1.896870, 0.702554, -1.268636]], "forces_ev_per_a": [[0.3, -2.1, 0.3], [0.8, -0.7, 1.1], [0.3, 1.4, 0.3], [-0.3, -0.2, 0.3], [0.2, 0.0, -0.2], [-0.3, -0.3, 0.0], [1.5, -1.8, 0.9], [-0.6, -0.2, -0.5], [-0.4, 0.2, -0.4], [-2.3, 4.4, -1.7], [0.0, -0.7, 0.2], [0.1, -0.1, -0.1], [0.3, 0.3, -0.2], [0.4, -0.1, -0.1]]}

***

No. 4
{"formula": "C5H4N2O", "method": "the ωB97M-V functional and the def2-TZVPD basis", "e_lumo_ha": 0.03672, "energy_ev": -10274.7379, "spin_multiplicity": 1, "mol_weight_g_mol": 108.10, "largest_force_ev_per_a": 2.3, "de_lowest_kcal_mol": 46.7, "species": ["C", "C", "C", "C", "C", "H", "H", "H", "H", "N", "N", "O"], "xyz": [[-1.782550, -0.043792, 0.015449], [-1.057785, 1.142595, -0.034113], [0.237482, 0.730597, -0.096076], [2.274765, 0.087066, 0.038679], [-0.983979, -1.176006, -0.011946], [-2.849981, -0.093153, 0.123025], [-1.426178, 2.177683, 0.159888], [3.389722, 0.047223, -0.001180], [-1.209028, -2.241683, -0.086292], [1.575874, 1.125448, -0.030113], [0.267867, -0.639724, -0.091165], [1.563786, -1.116258, 0.013846]], "forces_ev_per_a": [[-1.5, -1.0, 0.2], [-0.2, 1.7, 0.6], [2.1, -0.9, 0.3], [1.0, -0.9, -0.4], [0.2, -0.1, -0.1], [-0.2, -0.1, -0.2], [0.4, -1.2, -0.5], [-1.3, -0.3, 0.2], [0.2, 0.6, 0.2], [-0.6, 1.6, 0.0], [0.1, 0.0, -0.2], [-0.2, 0.5, -0.1]]}

***

No. 5
{"formula": "C4H4O2", "method": "the ωB97M-V functional and the def2-TZVPD basis", "e_lumo_ha": 0.03866, "energy_ev": -8304.0657, "spin_multiplicity": 1, "mol_weight_g_mol": 84.07, "largest_force_ev_per_a": 4.2, "de_lowest_kcal_mol": 69.4, "species": ["C", "C", "C", "C", "O", "O", "H", "H", "H", "H"], "xyz": [[1.512271, -0.514732, -0.602167], [0.435881, -0.107948, 0.343271], [1.929783, 0.243998, 0.392167], [-2.112884, 0.404331, -0.145492], [-0.760702, 0.682086, -0.050593], [-2.729869, -0.610105, 0.047294], [1.718966, -1.057386, -1.434601], [0.009997, -0.923133, 0.983689], [2.685248, 0.614871, 1.021982], [-2.688693, 1.268021, -0.555551]], "forces_ev_per_a": [[-0.8, 2.8, 3.1], [-0.9, -2.8, 0.4], [-3.2, -1.0, -1.3], [0.4, -0.6, -0.4], [0.1, 1.4, -0.5], [1.2, 0.2, 0.4], [0.7, -1.5, -2.1], [0.7, 0.9, -0.3], [0.7, 0.6, 0.3], [1.0, 0.1, 0.4]]}

***

No. 6
{"formula": "FH2PS3", "method": "the ωB97M-V functional and the def2-TZVPD basis", "e_lumo_ha": -0.02273, "energy_ev": -44544.3494, "spin_multiplicity": 1, "mol_weight_g_mol": 148.19, "largest_force_ev_per_a": 2.7, "de_lowest_kcal_mol": 43.5, "species": ["F", "P", "S", "S", "S", "H", "H"], "xyz": [[1.038560, 1.568111, -1.372604], [0.945053, 0.806918, 0.061254], [-1.267242, -0.570631, 1.765973], [1.209791, -1.169592, -0.703689], [-1.352824, 0.890861, 0.460709], [0.869316, -1.747484, 0.596553], [-1.442654, 0.221818, -0.808196]], "forces_ev_per_a": [[0.0, -0.4, 0.6], [-0.4, 0.0, -0.3], [-0.1, -0.4, 0.8], [-0.8, -0.2, 2.0], [1.1, -0.8, -2.3], [0.5, 1.0, -2.0], [-0.3, 0.8, 1.2]]}

***

Number 1: HOMO-LUMO gap 5.27 eV. Number 2: HOMO-LUMO gap 8.54 eV. Number 3: HOMO-LUMO gap 9.10 eV. Number 4: HOMO-LUMO gap 9.35 eV. Number 5: HOMO-LUMO gap 11.31 eV. Number 6: HOMO-LUMO gap 8.01 eV.